Entry 1:
{"formula": "C23H22N2O5PS2", "method": "ωB97M-V/def2-TZVPD", "relative_energy_kcal_mol": 241.1, "charge": -1, "gap_ev": 3.33, "lumo_ev": -0.77, "symbols": ["N", "P", "C", "C", "C", "O", "C", "C", "C", "C", "S", "C", "S", "N", "C", "C", "C", "C", "C", "C", "C", "C", "C", "C", "C", "C", "C", "C", "O", "H", "H", "H", "H", "H", "H", "H", "H", "H", "H", "H", "H", "H", "H", "H", "H", "H", "H", "H", "H", "H", "C", "O", "O", "O", "H"], "positions_angstrom": [[8.066, 1.044, -0.122], [6.635, 1.765, -0.374], [5.211, 0.522, -0.265], [4.954, -0.286, -1.399], [3.767, -1.367, -1.269], [3.322, -1.920, -2.319], [3.214, -1.650, 0.193], [2.249, -2.931, 0.458], [0.739, -2.409, 0.790], [-0.048, -2.256, -0.595], [-1.876, -2.544, -0.504], [-2.705, -1.341, 0.619], [-3.582, -2.002, 1.904], [-2.701, 0.132, 0.524], [-3.019, 0.658, -0.804], [-3.852, -0.140, -1.876], [-4.193, 0.411, -3.281], [-3.714, 1.821, -3.710], [-2.931, 2.672, -2.677], [-2.599, 2.102, -1.270], [-1.547, 0.768, 1.169], [-1.762, 1.242, 2.653], [-0.674, 1.921, 3.511], [0.739, 2.127, 2.913], [0.969, 1.665, 1.447], [-0.143, 1.004, 0.573], [3.477, -0.829, 1.326], [4.400, 0.449, 1.114], [4.469, 1.340, 2.010], [8.473, 1.542, 0.697], [6.391, 2.791, 0.593], [6.549, 2.352, -1.693], [5.556, -0.245, -2.366], [2.682, -3.580, 1.296], [2.304, -3.550, -0.499], [0.772, -1.436, 1.413], [0.295, -3.209, 1.495], [0.156, -1.265, -1.146], [0.369, -3.074, -1.300], [-4.208, -1.189, -1.592], [-4.783, -0.207, -4.051], [-3.952, 2.225, -4.749], [-2.586, 3.734, -2.934], [-2.000, 2.782, -0.575], [-2.791, 1.091, 3.149], [-0.939, 2.258, 4.579], [1.525, 2.617, 3.575], [2.018, 1.821, 1.015], [0.079, 0.705, -0.500], [3.023, -1.114, 2.343], [-7.552, -1.301, 0.080], [-7.256, -0.782, 1.193], [-6.472, -1.921, -0.481], [-8.625, -1.332, -0.549], [-5.894, -1.680, 0.269]], "forces_ev_per_angstrom": [[-1.4, 1.4, 0.4], [1.6, -1.4, 0.7], [-0.7, -0.6, -1.8], [-0.8, 0.3, 3.0], [-0.2, -0.3, -2.1], [1.5, 1.8, 4.2], [-0.2, 0.3, 2.3], [0.6, 1.3, -0.7], [0.7, -0.7, 0.2], [1.0, 0.5, -0.1], [0.0, 0.5, 0.3], [-0.8, -0.6, 2.6], [1.5, 1.1, -2.3], [1.5, -0.1, -2.4], [-1.1, 2.2, -4.8], [1.0, 2.1, -0.3], [2.1, 2.3, 2.1], [0.7, -1.3, 3.7], [-1.2, -3.5, 0.8], [-1.3, -1.5, -1.8], [2.9, 2.0, 3.5], [2.2, 0.5, -0.9], [0.7, -1.3, -3.5], [-3.4, -1.7, -2.0], [-2.5, -0.2, 1.5], [-0.7, 0.9, 3.4], [0.6, -0.6, -3.2], [-0.7, 0.4, 1.9], [0.2, -2.9, -3.5], [-0.1, -0.7, -0.7], [-0.5, -0.3, -0.7], [-0.5, -0.3, 0.7], [-1.1, 0.0, 1.4], [-0.6, 1.2, -1.1], [-0.4, 0.7, 1.3], [-0.1, -1.5, -1.2], [0.3, 1.2, -1.4], [-0.1, -1.5, 1.1], [-1.1, 1.2, 1.0], [0.4, 1.8, -0.6], [1.0, 0.9, 1.7], [0.4, -0.6, 1.7], [-0.6, -1.8, 0.5], [-1.0, -1.2, -1.0], [1.8, 0.2, -1.2], [0.5, -0.6, -1.9], [-1.0, -0.8, -1.3], [-1.9, -0.3, 0.6], [-0.3, 0.6, 1.6], [0.9, 0.9, -1.7], [-2.1, 0.8, 0.4], [-0.3, 0.1, 0.0], [1.4, -0.5, -0.2], [0.6, 0.0, 0.3], [0.5, -0.4, -0.5]]}



Entry 2:
{"formula": "C31H45N5O4SeTc", "method": "ωB97M-V/def2-TZVPD", "relative_energy_kcal_mol": 10.3, "charge": 2, "multiplicity": 4, "gap_ev": [8.44, 7.48], "lumo_ev": [-4.59, -5.33], "symbols": ["Tc", "C", "O", "C", "C", "H", "H", "H", "H", "H", "H", "C", "N", "N", "C", "O", "C", "C", "C", "C", "C", "C", "C", "C", "C", "H", "H", "H", "H", "H", "H", "H", "H", "H", "H", "H", "H", "N", "C", "C", "O", "O", "H", "H", "H", "H", "H", "C", "C", "C", "C", "N", "C", "Se", "N", "C", "C", "C", "C", "C", "C", "C", "C", "C", "C", "H", "H", "H", "H", "H", "H", "H", "H", "H", "H", "H", "H", "H", "H", "H", "H", "H", "H", "H", "H", "H", "H"], "positions_angstrom": [[-0.974, 2.115, -1.059], [-1.328, 5.502, -1.038], [-1.387, 4.851, -2.321], [-1.232, 3.561, -2.427], [-1.342, 3.182, -3.878], [-1.637, 6.525, -1.220], [-0.311, 5.466, -0.660], [-1.997, 5.012, -0.333], [-1.423, 4.072, -4.500], [-2.210, 2.541, -4.032], [-0.476, 2.593, -4.178], [4.107, 3.742, 1.221], [2.695, 3.757, 1.560], [1.730, 3.476, 0.628], [0.520, 3.423, 1.247], [-0.568, 3.209, 0.597], [0.740, 3.677, 2.606], [2.100, 3.869, 2.760], [2.870, 4.158, 4.000], [1.968, 3.289, -0.766], [2.174, 4.388, -1.588], [2.352, 4.188, -2.950], [2.303, 2.904, -3.477], [2.084, 1.811, -2.648], [1.928, 1.997, -1.279], [4.283, 4.332, 0.324], [4.459, 2.722, 1.066], [4.650, 4.193, 2.046], [-0.010, 3.717, 3.376], [2.200, 4.143, 4.854], [3.337, 5.143, 3.950], [3.652, 3.416, 4.165], [2.197, 5.385, -1.164], [2.522, 5.036, -3.600], [2.442, 2.754, -4.539], [2.058, 0.812, -3.065], [1.814, 1.161, -0.600], [-4.287, -0.720, -0.624], [-3.827, 0.376, -1.523], [-2.526, -0.155, -2.154], [-2.488, -1.356, -2.358], [-1.617, 0.704, -2.433], [-5.282, -0.693, -0.405], [-3.736, -0.695, 0.245], [-4.031, -1.592, -1.124], [-3.698, 1.292, -0.952], [-4.573, 0.522, -2.302], [3.271, -3.527, -1.518], [2.671, -2.866, -0.282], [2.040, -1.506, -0.578], [0.714, -1.569, -1.332], [-0.328, -2.201, -0.527], [-1.033, -1.613, 0.451], [-1.076, 0.204, 0.946], [-1.806, -2.547, 1.049], [-2.550, -2.363, 2.298], [-1.641, -2.370, 3.524], [-0.959, -3.710, 3.797], [-1.911, -4.773, 4.334], [-1.606, -3.772, 0.413], [-2.164, -5.028, 0.625], [-1.756, -6.040, -0.221], [-0.825, -5.810, -1.245], [-0.271, -4.563, -1.451], [-0.678, -3.547, -0.594], [3.667, -4.514, -1.284], [4.090, -2.927, -1.918], [2.538, -3.652, -2.318], [3.455, -2.725, 0.465], [1.934, -3.527, 0.184], [2.742, -0.913, -1.174], [1.871, -0.957, 0.355], [0.793, -2.143, -2.255], [0.352, -0.580, -1.605], [-3.295, -3.157, 2.344], [-3.074, -1.407, 2.245], [-2.253, -2.087, 4.385], [-0.898, -1.579, 3.397], [-0.164, -3.544, 4.526], [-0.461, -4.068, 2.891], [-2.333, -4.465, 5.292], [-1.396, -5.720, 4.486], [-2.747, -4.965, 3.658], [-2.879, -5.217, 1.413], [-2.163, -7.033, -0.093], [-0.537, -6.630, -1.888], [0.443, -4.394, -2.243]], "forces_ev_per_angstrom": [[0.0, -0.1, -0.2], [-0.1, 0.0, 0.0], [0.2, 0.0, 0.1], [-0.2, -0.1, 0.0], [0.1, 0.1, 0.0], [0.0, 0.0, 0.0], [0.0, 0.0, 0.0], [0.0, 0.0, 0.0], [0.0, 0.0, 0.0], [0.0, 0.0, 0.0], [0.0, 0.0, 0.0], [0.0, 0.0, 0.0], [0.0, 0.1, 0.0], [-0.1, -0.1, 0.0], [0.0, 0.0, 0.0], [0.0, 0.0, 0.0], [0.0, 0.0, 0.0], [0.0, 0.0, 0.0], [0.0, 0.0, 0.0], [0.0, 0.1, 0.0], [0.0, 0.0, 0.0], [0.0, 0.0, 0.0], [0.0, 0.0, 0.0], [0.0, 0.0, 0.0], [0.0, 0.0, 0.0], [0.0, 0.0, 0.0], [0.0, 0.0, 0.0], [0.0, 0.0, 0.0], [0.0, 0.0, 0.0], [0.0, 0.0, 0.0], [0.0, 0.0, 0.0], [0.0, 0.0, 0.0], [0.0, 0.0, 0.0], [0.0, 0.0, 0.0], [0.0, 0.0, 0.0], [0.0, 0.0, 0.0], [0.0, 0.0, 0.0], [0.0, -0.1, 0.0], [0.0, 0.0, 0.0], [0.0, 0.0, -0.1], [0.0, 0.0, 0.1], [0.0, 0.2, 0.2], [0.0, 0.0, 0.0], [0.0, 0.1, 0.0], [0.0, 0.0, 0.0], [0.0, 0.0, 0.0], [0.0, 0.0, 0.0], [0.0, 0.0, 0.0], [0.0, 0.0, 0.0], [0.0, 0.0, 0.0], [0.0, 0.0, 0.0], [0.0, 0.0, 0.1], [0.0, 0.0, -0.1], [0.0, 0.0, 0.0], [0.0, 0.0, 0.0], [0.0, 0.0, 0.0], [0.0, 0.0, 0.0], [0.0, 0.0, 0.0], [0.0, 0.0, 0.0], [0.0, 0.0, 0.0], [0.0, 0.0, 0.0], [0.0, 0.0, 0.0], [0.0, 0.0, 0.0], [0.0, 0.0, 0.0], [0.0, 0.0, 0.0], [0.0, 0.0, 0.0], [0.0, 0.0, 0.0], [0.0, 0.0, 0.0], [0.0, 0.0, 0.0], [0.0, 0.0, 0.0], [0.0, 0.0, 0.0], [0.0, 0.0, 0.0], [0.0, 0.0, 0.0], [0.0, 0.0, 0.0], [0.0, 0.0, 0.0], [0.0, 0.0, 0.0], [0.0, 0.0, 0.0], [0.0, 0.0, 0.0], [0.0, 0.0, 0.0], [0.0, 0.0, 0.0], [0.0, 0.0, 0.0], [0.0, 0.0, 0.0], [0.0, 0.0, 0.0], [0.0, 0.0, 0.0], [0.0, 0.0, 0.0], [0.0, 0.0, 0.0], [0.0, 0.0, 0.0]]}